A molecular structure, C8H9NNiO5, computed with ωB97M-V/def2-TZVPD.

Values from the calculation:
- 2S+1: 3
- <S²>: 2.03
- Kohn-Sham gap (spin up / spin down): 9.23 / 5.54 eV
- Total charge: +2

CARTESIAN COORDINATES (ANGSTROEM)
Ni 0.36 -1.03 -1.93
O 0.60 -0.20 -0.22
O 0.27 -2.34 -4.58
O -2.12 -2.49 -1.30
O 0.42 1.62 -3.33
O 2.82 -2.37 -1.24
N 0.14 0.70 1.76
C 0.27 -1.97 -3.47
C -1.18 -1.93 -1.67
C -0.60 1.52 2.71
C -1.47 1.00 -0.12
C 1.88 -2.00 -1.77
C 0.39 0.61 -2.82
C -0.21 0.50 0.49
C 1.34 0.06 2.26
H -1.61 1.16 2.92
H 2.20 0.36 1.66
H -0.06 1.55 3.66
H 1.23 -1.03 2.23
H 1.48 0.39 3.30
H -0.74 2.55 2.38
H -1.97 1.71 0.53
H -1.29 1.47 -1.08
H -2.14 0.17 -0.35

***

A single C23H30N6O molecule, computed with ωB97M-V/def2-TZVPD.

Values from the calculation:
- 2S+1: 1
- SMILES: CC(C)(C)c1ccc(-n2ncc3c2CCC[C@H]3NC(=O)CCCn2cncn2)cc1
- Relative energy (zero: lowest compared OMol25 entry of this formula, charge and spin): 0.476 eV
- Kohn-Sham gap: 8.93 eV

CARTESIAN COORDINATES (ANGSTROEM)
O -4.78 1.10 -1.66
N -6.75 -0.28 0.37
N -3.42 0.75 0.10
N 0.64 1.87 -0.67
N -7.25 -0.49 -0.85
N 1.08 0.63 -0.38
N -5.77 -2.08 -0.37
C -7.13 0.85 1.17
C -4.47 1.34 -0.52
C 0.04 -0.24 -0.31
C -5.93 1.71 1.56
C -1.11 0.48 -0.57
C 4.34 -0.76 0.68
C -5.86 -1.26 0.64
C 2.45 0.41 -0.24
C 7.16 -1.27 0.99
C -1.26 -2.30 -0.57
C -6.64 -1.57 -1.27
C 6.74 -0.12 0.07
C -5.23 2.34 0.36
C 4.69 1.05 -0.82
C 3.33 1.23 -0.94
C -2.48 -0.11 -0.60
C -0.66 1.80 -0.78
C -2.44 -1.52 -0.01
C 2.97 -0.58 0.58
C 0.07 -1.71 -0.08
C 5.23 0.05 -0.02
C 7.29 -0.40 -1.34
C 7.35 1.18 0.61
H -1.24 2.67 -1.01
H -7.65 0.50 2.07
H 7.08 0.42 -2.02
H 8.43 1.08 0.70
H 5.34 1.71 -1.38
H 4.70 -1.54 1.33
H -1.33 -3.35 -0.26
H 0.91 -2.17 -0.60
H -4.52 3.09 0.70
H 2.92 2.02 -1.56
H -5.97 2.83 -0.28
H 8.37 -0.54 -1.30
H 7.14 2.02 -0.04
H 6.95 1.40 1.60
H -6.30 2.51 2.21
H 0.18 -1.93 0.99
H -3.15 1.06 1.02
H -3.37 -2.04 -0.23
H -6.82 -2.00 -2.23
H 2.32 -1.20 1.17
H -2.34 -1.44 1.08
H 6.76 -2.22 0.63
H 6.84 -1.31 -1.74
H -7.83 1.42 0.56
H -2.85 -0.15 -1.64
H -1.29 -2.27 -1.66
H -5.32 -1.34 1.56
H -5.23 1.11 2.14
H 8.24 -1.34 1.00
H 6.82 -1.10 2.01

***

A single C5H9N molecule, computed with ωB97M-V/def2-TZVPD.

Values from the calculation:
- 2S+1: 1
- SMILES: C=CC[C@@H]1CN1
- Relative energy (zero: lowest compared OMol25 entry of this formula, charge and spin): 1.938 eV
- Kohn-Sham gap: 10.76 eV

CARTESIAN COORDINATES (ANGSTROEM)
N -0.49 1.83 -1.18
C 0.76 -1.09 1.00
C 0.58 -2.43 0.97
C 0.78 -0.18 -0.16
C -1.48 0.99 -0.51
C -0.10 1.03 0.02
H 0.13 1.62 0.90
H 1.86 0.10 -0.30
H 1.05 -0.63 1.98
H 0.36 -2.98 0.05
H 0.49 -0.72 -1.03
H -0.19 1.28 -1.99
H 0.58 -3.04 1.86
H -2.26 1.55 0.01
H -1.92 0.17 -1.04

***

A molecular structure, C6H14O2, computed with ωB97M-V/def2-TZVPD.

Values from the calculation:
- 2S+1: 1
- Relative energy (zero: lowest compared OMol25 entry of this formula, charge and spin): 3.001 eV
- Kohn-Sham gap: 9.24 eV

CARTESIAN COORDINATES (ANGSTROEM)
O -2.50 0.54 -1.65
O 1.14 0.97 1.11
C 1.27 -1.42 0.80
C -1.68 0.19 1.12
C 0.96 -0.07 0.18
C 1.92 0.21 -0.97
C -0.94 -0.23 -0.13
C -0.83 0.69 -1.22
H 1.15 -2.23 0.07
H -2.74 -0.04 1.02
H 2.96 0.16 -0.61
H 2.31 -1.45 1.16
H -0.40 0.32 -2.14
H -1.31 -0.36 2.00
H -0.67 1.74 -0.98
H 1.81 1.23 -1.35
H -3.00 1.22 -1.17
H 1.80 -0.51 -1.78
H 0.64 -1.64 1.66
H 0.80 0.69 1.98
H -1.12 -1.26 -0.42
H -1.57 1.26 1.31

***

Per-record electronic energy, eV: -61192.01757 -35327.01359 -6819.05683 -10541.61568